[1]
Molecular formula: C12H19N2O3
Method: DFT, ωB97M-V/def2-TZVPD

Geometry (Å):
C -1.6466 1.9405 2.8400
C -2.2392 0.7172 1.8927
O -1.7216 -0.6059 2.2998
N -0.4713 -0.6484 1.8065
C -0.1324 -2.0115 1.2181
C 0.0663 -1.7943 -0.3953
C 1.6231 -1.5479 -0.8709
C 2.3103 -0.1807 -0.2801
C 2.0158 1.1768 -1.1574
N 0.7155 1.1687 -1.9302
C -0.5160 1.8986 -1.4407
C -1.8410 1.7338 -2.3926
C -1.2710 0.8032 -3.6162
C 0.3012 0.5319 -3.2380
C 1.1079 -2.7745 1.9742
O 1.4950 -3.9862 1.4965
O 1.8871 -2.2550 3.1141
H -0.7723 1.5789 3.5392
H -1.1832 2.7931 2.1570
H -2.5769 2.3268 3.4762
H -1.8415 0.9205 0.8107
H -3.4267 0.7289 1.8119
H 0.2467 -0.3221 2.4897
H -1.0993 -2.6857 1.3925
H -0.6673 -0.9047 -0.7042
H -0.3799 -2.7541 -0.9323
H 1.6490 -1.6092 -2.0629
H 2.3230 -2.4477 -0.5159
H 3.4850 -0.3332 -0.2759
H 1.8893 0.0028 0.7984
H 1.9206 2.0632 -0.3633
H 2.9643 1.4750 -1.8180
H -0.6691 2.5384 -0.4722
H -2.9350 2.1386 -2.2884
H -1.7694 0.3794 -4.5884
H 1.1599 -0.0547 -3.7745

Cartesian forces, eV/Å:
-0.589 -0.175 -0.117
0.143 0.889 -0.962
-3.031 2.223 0.483
4.020 -1.091 -1.342
-0.508 -0.058 0.385
-0.446 -0.600 -0.197
0.258 -0.687 -0.247
-0.236 -0.227 -0.506
0.822 0.706 1.147
-5.520 1.217 -1.896
-2.901 -0.899 -2.651
6.027 -2.417 -0.834
3.870 1.220 3.932
-2.340 1.370 1.176
5.397 -3.171 2.592
-2.678 5.652 1.367
-4.801 -1.156 -5.725
-1.940 0.547 -1.325
-1.221 -1.663 1.478
2.357 -0.502 -1.194
-0.768 -0.602 1.967
2.507 -0.273 0.698
-0.847 -1.081 -0.137
2.150 1.388 -0.404
1.839 -1.782 0.663
1.273 1.875 0.996
-0.005 0.434 2.516
-1.868 1.863 -0.518
-2.487 0.389 0.247
1.074 -0.508 -2.047
0.049 -1.845 -1.910
-2.378 -0.846 1.004
1.178 -1.600 -1.927
2.648 -0.806 0.030
1.107 1.003 2.281
-2.155 1.214 0.976

* net charge: -1
* LUMO: 2.95 eV
* SMILES: CCON[C@@H](CCCCn1cccc1)C(=O)[O-]
* E: -803.5084 hartree
* multiplicity: 1
* HOMO energy: -4.10 eV

Mulliken population analysis, charges in e, atoms 1 to 4: C -0.852; C 0.339; O -0.431; N 0.130


[2]
Molecular formula: C12H19NO
Method: DFT, ωB97M-V/def2-TZVPD

Geometry (Å):
C -1.0649 0.6101 2.3352
C -3.3114 -0.5074 -0.4600
C -2.6341 0.3513 0.3911
C -2.8354 -1.7826 -0.7467
C -1.5720 -0.1537 1.1420
C -1.7055 -2.2295 -0.0476
C -1.2015 -1.5022 1.0064
H -4.1439 -0.2376 -1.1020
H -2.8383 1.3862 0.6214
H -3.5189 -2.5175 -1.1448
H -1.2423 -3.1674 -0.2762
H -1.7064 0.4889 3.1998
H -1.0279 1.6872 2.1462
H -0.4216 -1.8562 1.6716
H -0.0584 0.3589 2.6359
C 0.7067 0.8110 -1.3252
C 0.4363 -0.0286 -2.5550
C 2.0043 -1.1187 -0.4154
C 2.3415 2.6260 0.2167
C 2.6805 1.1814 0.3158
O 3.5221 0.6035 0.9142
N 1.6534 0.2842 -0.3528
H 1.1632 1.6913 -1.7569
H -0.1895 1.2438 -0.8734
H 1.2771 -0.2035 -3.2330
H -0.3304 0.5143 -3.1049
H 2.2266 -1.1390 -1.4943
H 2.6261 3.0108 -0.7652
H 0.0756 -1.0178 -2.4470
H 2.9001 -1.2583 0.1700
H 1.2093 -1.8454 -0.3282
H 1.3179 2.7528 0.5435
H 3.0451 3.2022 0.8037

Cartesian forces, eV/Å:
0.240 0.935 -0.391
-0.108 -0.008 -1.512
0.988 -0.200 0.436
0.209 -0.094 1.887
-0.714 -0.911 1.128
-0.370 -0.348 0.023
0.757 1.560 -0.648
-0.253 0.535 0.603
-0.743 0.112 -0.468
0.339 0.092 -1.039
-0.222 -0.721 0.018
-0.181 -0.181 0.143
-0.195 0.042 -0.092
0.002 -0.331 -0.161
0.329 -0.444 0.066
0.681 0.176 -0.716
-0.368 0.015 -0.598
0.474 1.212 -1.071
1.425 0.064 -0.111
-1.120 -0.444 0.421
0.448 0.406 -0.047
-0.203 -0.418 -0.296
0.436 0.563 0.231
-0.183 -0.586 0.471
0.330 0.718 0.241
0.045 -0.026 -0.172
0.549 -0.662 -0.015
-0.861 -0.149 -0.334
-0.812 -0.920 0.822
-0.117 -0.455 0.179
-0.491 0.204 0.523
-0.207 0.429 -0.302
-0.104 -0.168 0.783

* expectation value of S²: 0.758
* net charge: +1
* LUMO (alpha / beta): -3.02 / -7.42 eV
* ΔE to the lowest compared entry with this formula, charge and spin: 0.00 kJ/mol
* E: -598.2988 hartree
* multiplicity: 2
* HOMO energy (alpha / beta): -12.10 / -12.09 eV

Mulliken population analysis, charges in e, atoms 1 to 4: C -1.728; C -0.461; C -0.531; C -0.750


[3]
Molecular formula: C12H19NO2
Method: DFT, ωB97M-V/def2-TZVPD

Geometry (Å):
C -0.8420 3.0178 -1.0469
C -2.0775 0.9797 -1.7626
C -1.5950 1.7219 -0.6601
C -2.8490 -0.1201 -1.4674
C -2.9517 -0.6414 -0.1746
C -1.8007 1.3064 0.6285
C -2.4444 0.0586 0.8834
O -3.5532 -1.8621 -0.0292
H -2.0663 1.3912 -2.7668
H -2.9305 -0.7664 -2.3568
H -1.6039 3.7487 -1.1783
H -0.1521 2.9595 -1.8759
H -1.5751 2.0293 1.4090
H -3.7561 -2.2339 -0.9056
H -2.6611 -0.1546 1.9121
H -0.3057 3.2109 -0.0943
C 1.6894 -2.3086 0.9617
C 0.1647 -2.1342 1.1127
C 2.4314 0.0138 1.6643
C 2.4501 0.7328 -0.9392
C 2.8606 -0.6834 -0.5159
O 3.7263 -1.2539 -1.1633
N 2.6078 -1.2086 0.7844
H 2.0826 -3.0594 1.6662
H 1.8465 -2.7796 -0.0854
H -0.3695 -3.0673 0.8976
H -0.2278 -1.5994 0.2538
H 3.2212 -0.0784 2.4731
H 3.2279 1.5056 -0.8658
H -0.3356 -1.4962 1.8188
H 2.6197 1.0790 1.5355
H 1.4395 0.0513 2.2816
H 2.1469 0.5171 -1.9642
H 1.5827 1.1240 -0.4304

Cartesian forces, eV/Å:
-0.224 -1.355 2.871
-1.032 0.674 1.977
0.974 0.768 -2.803
1.730 -1.062 -1.566
-0.295 -0.547 -1.089
-0.697 -0.714 -0.212
0.019 2.065 0.396
-0.070 -0.193 0.245
0.471 -0.258 0.040
-1.071 -0.027 0.576
-0.273 1.013 -0.361
-0.034 -0.234 -0.185
0.242 -0.525 0.240
0.120 0.349 0.489
0.008 -0.627 0.231
0.141 0.694 -0.819
0.080 -1.904 -2.119
-0.294 0.546 -1.985
-0.500 -1.379 4.895
-0.781 -0.796 -0.409
3.242 -0.340 0.447
-1.522 0.140 -0.530
-1.383 4.609 0.408
-0.058 0.543 0.030
-0.509 0.006 1.739
0.334 -0.193 0.976
0.442 0.443 -0.851
-0.853 -0.480 -0.442
0.066 -0.683 -0.220
0.437 -0.367 1.407
-0.032 -0.286 -2.024
1.429 -0.480 -1.307
0.244 0.676 -0.276
-0.351 -0.075 0.235

* LUMO: 0.66 eV
* ΔE to the lowest compared entry with this formula, charge and spin: 285.74 kJ/mol
* SMILES: CCN(C)C(C)=O.Cc1ccc(O)cc1
* E: -673.7754 hartree
* multiplicity: 1
* HOMO energy: -8.72 eV

Mulliken population analysis, charges in e, atoms 1 to 4: C -1.683; C -0.787; C 0.743; C -0.413


[4]
Molecular formula: C12H19NO3
Method: DFT, ωB97M-V/def2-TZVPD

Geometry (Å):
C -4.1922 -0.9371 1.0923
C -3.4066 0.1033 0.8917
C -2.7019 0.3618 -0.4086
N -1.2780 0.0991 -0.3016
C -0.7189 -1.0071 -0.8780
O -1.3042 -1.9282 -1.3736
O 0.6247 -0.9075 -0.8236
C 1.0049 0.2320 -0.0315
C 2.2249 0.9150 -0.6636
C 3.5378 0.4511 -0.0312
C 3.4649 -1.0461 0.2416
C 2.4306 -1.3385 1.3345
C 1.3320 -0.2679 1.3788
H 1.6572 0.5807 1.9794
H 0.4334 -0.6898 1.8322
H 1.9800 -2.3131 1.1491
H 2.9126 -1.3749 2.3131
H 3.1711 -1.5497 -0.6800
H 4.4414 -1.4290 0.5401
H 4.3603 0.6758 -0.7115
H 3.7242 0.9869 0.9012
H 2.2331 0.6648 -1.7263
H 2.1155 1.9970 -0.5698
C -0.2785 1.1228 -0.0775
C -0.5369 1.9613 1.1662
H -0.7436 1.3348 2.0262
H 0.3294 2.5865 1.3611
H -1.3869 2.6098 0.9725
O -0.2597 2.0346 -1.1535
H -0.0981 1.5633 -1.9800
H -2.8345 1.4013 -0.7253
H -3.0910 -0.3105 -1.1785
H -3.2191 0.8161 1.6830
H -4.6798 -1.1116 2.0365
H -4.3771 -1.6588 0.3143

Cartesian forces, eV/Å:
-0.111 -0.030 0.083
0.071 0.107 -0.147
-0.044 -0.109 -0.010
0.412 0.220 0.115
-0.446 0.033 0.094
-0.030 -0.327 -0.171
0.311 -0.239 -0.206
-0.071 0.549 0.431
-0.022 -0.037 0.224
-0.022 -0.180 -0.208
0.158 0.077 0.134
-0.050 0.017 -0.066
-0.093 -0.214 -0.319
-0.050 0.063 0.048
-0.040 0.110 0.080
0.004 -0.020 0.095
-0.001 -0.058 0.005
0.068 -0.070 -0.047
-0.001 -0.067 -0.068
0.038 0.074 0.065
0.064 0.069 0.032
-0.055 0.088 -0.031
-0.019 -0.038 -0.070
-0.062 -0.326 0.157
0.108 -0.159 -0.417
0.021 -0.044 0.085
0.069 0.113 0.072
-0.095 0.075 0.023
-0.039 0.389 -0.179
0.009 -0.044 0.058
-0.001 -0.110 -0.062
0.006 0.167 0.044
-0.022 0.053 0.175
-0.055 0.007 0.199
-0.008 -0.137 -0.218

* LUMO: 0.69 eV
* ΔE to the lowest compared entry with this formula, charge and spin: 13.76 kJ/mol
* SMILES: C=CCN1C(=O)OC2(CCCCC2)[C@@]1(C)O
* E: -749.1551 hartree
* multiplicity: 1
* HOMO energy: -9.68 eV

Mulliken population analysis, charges in e, atoms 1 to 4: C -0.811; C 0.037; C -0.963; N 0.506


[5]
Molecular formula: C12H20AsCl3FeS4Sb2Si
Method: DFT, ωB97M-V/def2-TZVPD

Geometry (Å):
Fe 1.8286 -1.9110 -2.0660
C -2.6518 -2.6086 2.4444
Sb -1.4634 -1.9286 0.7502
C 0.0711 -1.1068 2.0139
C -2.6882 -0.0681 0.5736
C -2.0595 1.1168 1.2206
C -2.3961 1.4177 2.5450
C -1.8033 2.4555 3.2489
C -0.8312 3.2247 2.6283
C -0.5043 2.9608 1.3055
C -1.1082 1.9350 0.5685
C -0.7357 1.7804 -0.8786
Sb 0.8204 0.3436 -1.6012
C 0.6526 1.2990 -3.5141
C 2.3123 1.6888 -0.8311
H -2.6305 -1.8513 3.2365
H -2.2551 -3.5524 2.8314
H -3.6838 -2.7675 2.1188
H -0.3808 -0.5813 2.8563
H 0.6912 -0.4112 1.4444
H 0.7046 -1.9242 2.3657
H -3.6378 -0.3172 1.0521
H -2.8534 0.0608 -0.4960
H -3.1492 0.8049 3.0352
H -2.0996 2.6567 4.2709
H -0.3346 4.0268 3.1629
H 0.2531 3.5645 0.8143
H -0.2845 2.7060 -1.2371
H -1.6252 1.5725 -1.4841
H 0.5863 2.3780 -3.3626
H -0.2205 0.9275 -4.0378
H 1.5303 1.0409 -4.0944
H 2.1079 2.6968 -1.2083
H 3.2879 1.3491 -1.1602
H 2.2817 1.6930 0.2633
S 0.5309 -1.5485 -5.6309
As 1.5720 -2.6992 -4.2161
S 3.5244 -0.9761 -2.8694
S 0.2394 -3.3395 -2.4650
S 2.6815 -4.2677 -5.0390
Cl 4.7327 -3.9581 -0.5420
Si 3.0282 -2.7515 -0.2856
Cl 2.1083 -3.9324 1.3109
Cl 3.8512 -1.1985 0.9578

Cartesian forces, eV/Å:
0.331 -0.904 0.514
0.030 0.049 0.060
-0.061 0.082 0.168
-0.056 0.024 -0.016
0.301 -0.113 -0.101
-0.001 0.159 0.031
-0.020 -0.052 -0.015
-0.017 -0.069 -0.064
0.021 -0.027 -0.098
0.029 -0.060 -0.001
0.156 -0.065 -0.078
-0.454 -0.366 0.268
-0.079 2.018 0.121
-0.028 0.058 0.251
-0.160 0.057 0.202
-0.019 -0.128 -0.089
-0.032 0.144 -0.047
0.078 -0.002 0.042
-0.008 0.028 -0.034
0.017 -0.059 0.073
-0.096 0.131 -0.094
0.031 0.010 -0.048
-0.007 0.071 0.038
0.051 0.027 -0.038
0.016 -0.016 0.033
-0.019 -0.018 -0.030
-0.059 -0.008 0.002
-0.089 -0.010 -0.014
0.123 0.025 0.015
0.010 0.016 0.009
-0.107 -0.052 -0.072
0.107 -0.057 -0.070
0.017 -0.111 0.029
0.076 -0.054 -0.026
0.005 -0.001 -0.128
0.033 0.176 0.231
-0.596 -0.750 -1.300
0.170 0.136 -0.253
-0.283 -0.372 -0.526
0.132 0.122 0.335
0.066 -0.033 -0.170
0.432 -0.069 1.059
-0.048 0.030 -0.233
0.006 0.031 0.064

* expectation value of S²: 6.089
* net charge: -2
* LUMO (alpha / beta): 4.34 / 4.22 eV
* ΔE to the lowest compared entry with this formula, charge and spin: 235.09 kJ/mol
* E: -7712.2757 hartree
* multiplicity: 5
* HOMO energy (alpha / beta): -1.42 / -1.98 eV

Mulliken population analysis, charges in e, atoms 1 to 4: Fe 0.181; C -1.415; Sb 0.720; C -1.043


[6]
Molecular formula: C12H20BaF4N4O14S4
Method: DFT, ωB97M-V/def2-TZVPD

Geometry (Å):
Ba 1.4908 -0.4624 -0.2126
C -4.1160 0.8974 3.0721
C -3.6743 2.3950 3.2400
N -3.1409 2.8265 2.0086
C -3.8368 3.4590 0.9442
C -2.9645 3.5166 -0.1029
N -1.7571 3.0440 0.2443
C -1.8939 2.5824 1.5249
C -0.5333 2.9356 -0.6317
H -3.2394 0.3159 2.7867
H -4.8559 0.6804 2.3017
H -4.5374 0.5210 4.0042
H -2.8892 2.5432 3.9815
H -4.5950 2.9291 3.4749
H -4.8068 3.9157 1.0742
H -3.1968 3.9655 -1.0573
H -1.1433 1.9959 2.0339
H 0.0535 3.8522 -0.5725
H -0.9168 2.8527 -1.6487
H 0.1563 2.2029 -0.2126
N -0.8633 -3.3118 -4.2476
S 0.3784 -3.9483 -4.5791
O 0.4645 -5.4046 -4.4676
O 1.6464 -3.1696 -4.6769
F 0.0325 -3.9577 -6.1210
S -0.5072 -3.4169 -2.5491
O 0.5035 -2.4576 -2.0799
O -0.5837 -4.6990 -1.8693
F -1.8629 -2.6747 -2.0831
N 3.2232 -2.0488 0.8034
S 4.7018 -2.0184 1.1973
O 5.6660 -2.4388 0.1562
O 5.1551 -2.2724 2.5900
F 4.7676 -0.3869 1.0658
S 3.1255 -3.6846 1.2542
O 2.6990 -3.8742 2.6328
O 4.0300 -4.7011 0.6257
F 1.7644 -3.9594 0.5219
C 1.8807 0.5618 -4.8513
C 1.7687 0.5849 -3.3403
O 0.7440 0.9379 -2.6588
O 2.7760 0.2104 -2.6874
H 1.3015 1.3886 -5.2624
H 1.4363 -0.4002 -5.1066
H 2.8978 0.5303 -5.2421
C -2.8459 -1.8361 1.2612
C -1.4403 -1.3570 0.8619
O -0.4915 -2.0284 1.2108
O -1.2996 -0.3290 0.1675
H -3.6015 -1.2256 0.7668
H -2.9714 -1.8178 2.3438
H -2.9642 -2.8687 0.9327
C 2.9705 3.1136 2.9018
C 2.3838 2.1355 1.8883
O 2.8455 2.0032 0.7033
O 1.3217 1.5798 2.2116
H 3.3334 4.0473 2.4723
H 3.8069 2.6843 3.4534
H 2.2031 3.5414 3.5468

Cartesian forces, eV/Å:
-1.360 0.303 0.959
0.785 0.210 0.563
-1.288 -2.084 0.553
1.551 1.732 -4.228
1.040 -0.560 0.790
-1.752 1.349 -0.464
0.596 -1.376 2.073
-0.296 -0.076 -0.401
-0.611 0.810 0.828
-0.033 -0.106 0.252
-0.042 0.687 -0.147
0.221 -0.018 0.090
-0.386 -0.228 0.285
0.426 0.578 0.043
0.051 -0.363 -0.074
0.334 -0.105 -0.008
0.335 0.098 0.057
-0.344 0.303 0.133
0.427 -0.702 0.178
-0.546 -0.391 -0.383
-5.038 3.260 7.255
10.109 -5.816 -9.155
0.492 1.701 1.795
-2.252 -1.087 1.647
-0.401 0.557 -2.046
-2.609 1.656 3.960
-0.998 -1.211 -1.092
0.246 1.971 -1.781
0.600 -0.467 -0.511
-0.466 -4.287 1.139
9.176 3.943 0.303
-2.292 0.693 1.958
-1.918 0.292 -2.978
0.024 -0.579 0.256
-3.262 -5.587 0.408
1.459 0.752 -1.684
-1.913 3.606 1.743
-0.024 0.408 -0.725
-0.548 -0.222 0.747
-1.539 0.815 -1.233
2.413 -0.705 -0.967
0.047 0.086 0.870
0.019 -0.125 -0.027
-0.246 -0.121 -0.260
0.025 0.200 0.387
0.119 0.170 -0.446
-1.220 -0.174 -0.012
2.058 -1.562 0.984
-0.390 2.196 -0.949
-0.075 0.017 0.117
0.057 -0.007 -0.005
0.072 0.005 0.031
0.339 0.842 -0.204
-0.237 0.675 -1.966
0.298 0.184 0.877
-1.326 -0.863 0.633
0.472 -0.307 -0.747
-0.218 -0.092 0.150
-0.163 -0.879 0.425

* expectation value of S²: 0.758
* net charge: -1
* LUMO (alpha / beta): 1.29 / -2.44 eV
* E: -3759.3483 hartree
* multiplicity: 2
* HOMO energy (alpha / beta): -6.70 / -6.70 eV

Mulliken population analysis, charges in e, atoms 1 to 4: Ba 1.784; C -0.796; C -0.541; N 0.274


> Which of these has the highest multiplicity?

C12H20AsCl3FeS4Sb2Si